No. 1
Density functional theory data (wB97M-V/def2-TZVPD) for the molecule C18H29NO5.

The calculation puts the LUMO energy at 0.0315 Ha. As for the energy relative to the best compared isomer or geometry (same formula, charge and spin): 2.5 kcal per mole. The orbital gap comes out at 0.346 Ha. The SMILES is CCOC(=O)C1(CCOC)CCN(Cc2ccc(COC)o2)CC1. The calculation puts the highest occupied orbital energy at -8.56 eV.

```
! RIJCOSX wB97M-V def2-TZVPD def2/J DEFGRID3
* xyz 0 1
C 5.0612 2.4856 -1.5895
C 3.5667 2.7687 -1.6322
O 2.8634 2.0076 -0.6476
C 2.5242 0.7572 -0.9745
O 2.7520 0.2680 -2.0506
C 1.8596 0.0085 0.1774
C 2.9816 -0.7654 0.9006
C 3.9824 0.1223 1.6534
O 5.1977 -0.5305 1.9413
C 5.1039 -1.5368 2.9185
C 1.1034 0.9394 1.1280
C -0.1065 1.5669 0.4404
N -1.0041 0.5347 -0.0381
C -2.2536 1.0915 -0.5379
C -3.2761 0.0278 -0.7562
C -3.7086 -0.5975 -1.8903
C -4.6853 -1.5348 -1.4779
C -4.7767 -1.4175 -0.1202
C -5.6528 -2.1036 0.8802
O -6.8796 -1.4385 1.1099
C -7.7568 -1.4600 0.0125
O -3.9243 -0.4671 0.3157
C -0.3356 -0.2844 -1.0314
C 0.8584 -0.9974 -0.4077
H 5.2470 1.4398 -1.8214
H 5.5696 3.1047 -2.3230
H 5.4615 2.7043 -0.6022
H 3.3545 3.8123 -1.3896
H 3.1645 2.5244 -2.6209
H 2.5162 -1.4641 1.5991
H 3.5360 -1.3466 0.1590
H 4.2678 0.9761 1.0363
H 3.5313 0.4952 2.5850
H 6.1246 -1.8414 3.1423
H 4.6295 -1.1573 3.8321
H 4.5416 -2.4062 2.5614
H 1.7561 1.7321 1.4905
H 0.7526 0.3517 1.9779
H -0.6456 2.1868 1.1618
H 0.2344 2.2204 -0.3839
H -2.6318 1.7838 0.2194
H -2.1084 1.6448 -1.4833
H -3.3781 -0.4121 -2.8921
H -5.2344 -2.2081 -2.1048
H -5.1515 -2.1155 1.8506
H -5.8427 -3.1354 0.5468
H -8.6668 -0.9614 0.3397
H -7.9904 -2.4902 -0.2850
H -7.3401 -0.9287 -0.8505
H -1.0474 -1.0253 -1.4018
H 0.0037 0.3237 -1.8900
H 1.3519 -1.6042 -1.1675
H 0.4997 -1.6482 0.3904
*
```

natural (NBO) atomic charge list, values in e, 8 entries:
1 C -0.64
2 C -0.08
3 O -0.53
4 C 0.82
5 O -0.61
6 C -0.16
7 C -0.41
8 C -0.07

No. 2
Density functional theory data (wB97M-V/def2-TZVPD) for a cluster of 3 separate species, C18H29NO8 in total.

The calculation puts the LUMO energy at -0.0509 Ha. The orbital gap comes out at 0.287 Ha. The SMILES is CCC1=C(CNC)C(=O)C=CC1=O.CCOC(=O)OC.CCOC(=O)OC. The calculation puts the highest occupied orbital energy at -9.20 eV.

```
! RIJCOSX wB97M-V def2-TZVPD def2/J DEFGRID3
* xyz 0 1
C -3.7874 1.9258 5.6500
C -4.1595 2.6168 4.3031
C -3.4413 1.9477 3.1713
C -2.2849 2.3897 2.6478
C -1.5668 3.6337 3.0953
N -0.8142 3.4011 4.3494
C 0.6438 3.5765 4.1979
C -1.6300 1.6028 1.5581
O -0.7526 2.0827 0.8691
C -2.0825 0.2122 1.3082
C -3.2392 -0.2094 1.8072
C -4.0588 0.6876 2.6550
O -5.1989 0.3918 2.9407
H -3.0289 1.1522 5.5022
H -3.3674 2.6456 6.3519
H -4.6522 1.4473 6.1080
H -3.8532 3.6591 4.3657
H -5.2340 2.5278 4.1580
H -0.9002 3.9300 2.2843
H -2.2904 4.4411 3.2367
H -0.9582 2.4265 4.5880
H 1.1445 2.6531 3.8851
H 1.0709 3.8598 5.1626
H 0.8626 4.3560 3.4702
H -1.4473 -0.4143 0.6940
H -3.6297 -1.2014 1.6140
C -1.0215 1.2986 -2.2212
C -0.0288 1.8340 -3.2279
O 0.8290 0.7962 -3.7353
C 0.2899 0.0087 -4.6639
O -0.8151 0.1065 -5.1301
O 1.1941 -0.9178 -4.9916
C 0.7283 -1.8857 -5.9364
H -0.5014 0.7704 -1.4239
H -1.5873 2.1177 -1.7800
H -1.7198 0.6072 -2.6937
H 0.6444 2.5470 -2.7558
H -0.5253 2.3367 -4.0574
H 0.3220 -1.4019 -6.8215
H -0.0287 -2.5238 -5.4822
H 1.5955 -2.4816 -6.2066
C 2.8918 -1.9392 -2.6513
C 2.9134 -2.5759 -1.2791
O 3.0170 -4.0095 -1.3504
C 4.2354 -4.4822 -1.5990
O 5.2407 -3.8337 -1.7330
O 4.1579 -5.8139 -1.6643
C 5.3928 -6.4611 -1.9798
H 2.1083 -2.3855 -3.2575
H 2.7116 -0.8686 -2.5740
H 3.8419 -2.0945 -3.1624
H 1.9742 -2.3921 -0.7594
H 3.7207 -2.1824 -0.6616
H 6.1807 -6.1482 -1.2983
H 5.6840 -6.2411 -3.0058
H 5.2104 -7.5260 -1.8702
*
```

natural (NBO) atomic charge list, values in e, 8 entries:
1 C -0.60
2 C -0.46
3 C -0.03
4 C -0.01
5 C -0.28
6 N -0.61
7 C -0.41
8 C 0.48

No. 3
Density functional theory data (wB97M-V/def2-TZVPD) for a structure of composition C18H29OZr in a non-equilibrium geometry.

The calculation puts the LUMO energy at -0.1225 Ha. As for the energy relative to the best compared isomer or geometry (same formula, charge and spin): 0.0 kcal per mole. The orbital gap comes out at 0.297 Ha. The calculation puts the highest occupied orbital energy at -11.41 eV.

```
! RIJCOSX wB97M-V def2-TZVPD def2/J DEFGRID3
* xyz 1 1
C -2.2918 0.5610 -0.6166
C -2.8832 -0.5188 -1.5171
C -3.2065 0.7211 0.5934
C -2.3671 1.8612 -1.4134
H -4.0530 1.3869 0.3618
H -2.6936 1.1597 1.4495
H -3.6377 -0.2198 0.9326
H -3.9640 -0.3597 -1.6585
H -2.7688 -1.5267 -1.1224
H -2.4379 -0.5048 -2.5119
H -3.2965 1.8939 -2.0029
H -1.5465 1.9725 -2.1188
H -2.3801 2.7465 -0.7807
C 0.9858 -1.8313 1.4142
C -0.3119 -1.6105 1.9313
C -1.2414 -2.0225 0.9605
H -0.5485 -1.2067 2.9014
C -0.5290 -2.4778 -0.1650
C 0.8575 -2.3716 0.1189
H 1.6646 -2.6952 -0.5149
H 1.9111 -1.6324 1.9271
H -2.3097 -1.9929 1.0611
H -0.9653 -2.8670 -1.0670
C 1.8054 1.7786 -0.1501
C 1.8708 1.2571 1.1552
C 0.6796 1.6089 1.8277
H 2.6918 0.6983 1.5711
C -0.1229 2.3487 0.9379
C 0.5642 2.4453 -0.2911
H 0.2135 2.9423 -1.1769
H 2.5806 1.7074 -0.8920
H 0.4297 1.3580 2.8452
H -1.0885 2.7635 1.1592
Zr 0.0000 0.0000 0.0000
C 2.9239 -1.8909 -2.6747
C 2.5904 -0.6794 -1.7709
O 1.2465 -0.1580 -1.8192
C 0.5214 -0.3256 -3.0126
C 1.0304 0.6075 -4.1088
H 2.2792 -2.7719 -2.5043
H 3.9785 -2.1904 -2.4948
H 2.8419 -1.6297 -3.7470
H 2.8568 -0.9061 -0.7209
H 3.2965 0.1148 -2.0876
H 0.4715 -1.3885 -3.3310
H -0.4931 0.0027 -2.8150
H 2.0778 0.3808 -4.3883
H 0.3947 0.4972 -5.0125
H 0.9784 1.6601 -3.7590
*
```

natural (NBO) atomic charge list, values in e, 8 entries:
1 C -0.49
2 C -0.62
3 C -0.61
4 C -0.61
5 H 0.22
6 H 0.20
7 H 0.21
8 H 0.22

No. 4
Density functional theory data (wB97M-V/def2-TZVPD) for a structure of composition C18H30IrNO4P2 in a non-equilibrium geometry.

The calculation puts the LUMO energy (spin up / spin down) at -0.0810 / -0.2509 Ha. The orbital gap (spin up / spin down) comes out at 0.191 / 0.189 Ha. The calculation puts the highest occupied orbital energy (spin up / spin down) at -7.39 / -11.98 eV.

```
! RIJCOSX wB97M-V def2-TZVPD def2/J DEFGRID3
* xyz 1 6
C -1.0553 3.0427 -2.6380
C -1.0859 1.9546 -1.7433
N 0.0609 1.6081 -1.0705
C 1.2212 2.2392 -1.3066
C 1.2857 3.2827 -2.2267
C 0.1388 3.6924 -2.9005
C -2.2508 1.1178 -1.5909
P -2.2886 0.0913 -0.1081
Ir -0.0352 0.0671 0.3912
P 2.2587 0.1544 0.2400
C 2.4551 1.8253 -0.5276
C -0.1185 -1.5092 1.7038
C -0.6080 -1.3024 2.9932
C -0.6154 -2.3561 3.9145
C -0.1463 -3.6208 3.5439
C 0.3214 -3.8318 2.2405
C 0.3273 -2.7823 1.3140
O -1.7294 -0.5156 -3.6567
O 0.7765 -0.9492 -3.1500
H -1.9929 3.3150 -3.1187
H 2.2539 3.7483 -2.3839
H 0.1820 4.5055 -3.6141
C -3.2164 0.7701 1.2905
C -3.0784 -1.4607 -0.5695
H 3.3333 1.8006 -1.1905
H 2.6502 2.5517 0.2824
H -2.0818 0.2089 -3.0165
H -3.2034 1.5237 -1.9479
C 3.1816 0.0945 1.7859
C 3.0360 -0.9811 -0.9226
H -0.9723 -0.3127 3.2787
H -0.9814 -2.1760 4.9301
H -0.1457 -4.4386 4.2651
H 0.6854 -4.8162 1.9373
H 0.6745 -2.9422 0.2930
H -0.2921 -0.8881 -1.0367
H 1.0350 -1.7779 -3.5767
H -0.1984 -0.7991 -3.4132
H -2.0105 -0.2577 -4.5462
H 0.5466 -1.0614 -0.6834
H -4.2551 0.9679 0.9962
H -3.2057 0.0338 2.1056
H -2.7398 1.6916 1.6481
H -4.1591 -1.2828 -0.6653
H -2.6665 -1.7982 -1.5303
H -2.8912 -2.2034 0.2170
H 4.0715 -0.6589 -1.0955
H 3.0293 -1.9849 -0.4816
H 2.4603 -0.9826 -1.8621
H 4.2493 0.2363 1.5734
H 2.8338 0.8697 2.4803
H 3.0154 -0.8929 2.2334
O 0.8127 2.8818 3.2596
C 0.5107 1.8079 2.7533
O -0.2562 1.6421 1.6877
H 0.8729 0.8579 3.2150
*
```

Löwdin atomic charge list, values in e, 8 entries:
1 C -0.02
2 C -0.35
3 N -0.11
4 C -0.34
5 C -0.01
6 C -0.10
7 C -0.22
8 P 0.77